Record 1
64
Properties=species:S:1:pos:R:3:forces:R:3:mulliken_charge:R:1 method="wB97M-V/def2-TZVPD" charge=+1 homo_energy_ev="-10.56 / -10.64" relative_energy_kcal_mol=0.8 spin_multiplicity=5 orbital_gap_ev="8.86 / 5.57"
Rh 0.399 0.030 -0.806 0.1 0.0 0.1 0.4310
C 0.044 0.205 -5.655 0.0 0.0 0.0 -1.2242
Si 0.064 -0.540 -3.947 0.0 0.0 0.0 0.0774
C -1.011 -2.059 -3.864 0.0 0.0 0.0 -0.7774
C 1.844 -0.852 -3.472 0.0 0.1 0.0 -0.8618
N -0.511 0.617 -2.687 0.0 0.0 0.0 0.0939
C -1.289 1.676 -2.867 0.0 0.0 0.0 0.4330
C -2.199 1.829 -3.962 0.0 0.0 0.0 -0.1139
C -3.023 2.916 -4.052 0.0 0.0 0.0 -0.9476
C -2.974 3.930 -3.084 0.0 0.0 0.0 -0.3500
C -2.090 3.849 -2.013 0.0 0.0 0.0 -0.8236
C -1.278 2.752 -1.923 0.0 0.0 0.0 0.4276
F -0.378 2.686 -0.943 0.0 0.0 0.0 -0.1194
H 0.768 -0.348 -6.259 0.0 0.0 0.0 0.4066
H 0.354 1.252 -5.655 0.0 0.0 0.0 0.4148
H -0.919 0.127 -6.159 0.0 0.0 0.0 0.3665
H -0.788 -2.711 -4.712 0.0 0.0 0.0 0.4199
H -2.070 -1.799 -3.917 0.0 0.0 0.0 0.3032
H -0.834 -2.630 -2.952 0.0 0.0 0.0 0.1186
H 2.190 -1.771 -3.951 0.0 0.0 0.0 0.3614
H 2.063 -0.967 -2.406 -0.1 0.0 0.0 0.2491
H 2.467 -0.030 -3.830 0.0 0.0 0.0 0.3359
H -2.259 1.036 -4.694 0.0 0.0 0.0 0.3306
H -3.722 2.995 -4.873 0.0 0.0 0.0 0.4275
H -3.625 4.789 -3.172 0.0 0.0 0.0 0.4094
H -2.017 4.627 -1.266 0.0 0.0 0.0 0.5072
N 1.305 -1.554 6.879 0.0 0.0 0.0 -0.5268
C 1.079 -0.873 5.709 0.0 0.0 0.0 0.9676
C 1.811 -1.174 4.554 0.0 0.0 0.0 -0.7738
C 1.547 -0.521 3.366 0.0 0.0 0.0 -0.5040
C 0.550 0.446 3.313 0.0 0.0 0.0 -0.2075
C -0.174 0.771 4.459 0.0 0.0 0.0 -0.5125
C 0.082 0.113 5.641 0.0 0.0 0.0 -0.8186
S 0.139 1.255 1.818 0.0 0.0 0.0 1.8268
O -0.971 0.526 1.179 0.0 0.0 0.0 -0.6525
O -0.067 2.644 2.094 0.0 0.0 0.0 -0.7217
N 1.333 0.931 0.786 -0.1 0.0 -0.1 0.1421
C 2.522 1.635 0.674 0.0 0.0 0.0 0.1759
S 3.220 2.611 1.916 0.0 0.0 0.0 -0.0295
C 4.561 2.908 0.881 0.0 0.0 0.0 -0.2658
C 4.381 2.269 -0.298 0.0 0.0 0.0 -0.6779
N 3.220 1.543 -0.418 0.0 0.0 0.0 -0.3175
H 2.177 -2.045 6.975 0.0 0.0 0.0 0.2310
H 0.959 -1.149 7.731 0.0 0.0 0.0 0.2272
H 2.599 -1.915 4.598 0.0 0.0 0.0 0.3228
H 2.127 -0.748 2.481 0.0 0.0 0.0 0.4590
H -0.928 1.546 4.418 0.0 0.0 0.0 0.4640
H -0.481 0.364 6.531 0.0 0.0 0.0 0.3405
H 5.378 3.538 1.187 0.0 0.0 0.0 0.4183
H 5.071 2.298 -1.127 0.0 0.0 0.0 0.3958
O 0.372 -2.108 -0.682 0.0 0.0 0.0 -0.6547
S -0.587 -3.129 -0.054 0.0 0.0 0.0 0.1623
C -2.211 -2.349 0.135 0.0 0.0 0.0 -0.1673
C -2.677 -2.722 1.538 0.0 0.0 0.0 -0.9463
C -1.465 -2.503 2.442 0.0 0.0 0.0 0.1447
C -0.276 -3.157 1.740 0.0 0.0 0.0 -0.4665
H -2.857 -2.694 -0.670 0.0 0.0 0.0 0.5742
H -2.040 -1.274 0.052 0.0 0.0 0.0 -0.0143
H -3.005 -3.764 1.569 0.0 0.0 0.0 0.3313
H -3.524 -2.102 1.829 0.0 0.0 0.0 0.3782
H -1.608 -2.931 3.433 0.0 0.0 0.0 0.4802
H -1.285 -1.435 2.556 0.0 0.0 0.0 -0.3187
H -0.161 -4.209 2.003 0.0 0.0 0.0 0.4561
H 0.678 -2.653 1.887 0.0 0.0 0.0 0.1821

=====

Record 2
93
Properties=species:S:1:pos:R:3:forces:R:3:mulliken_charge:R:1 method="wB97M-V/def2-TZVPD" charge=+1 homo_energy_ev="-8.18 / -10.35" relative_energy_kcal_mol=23.7 spin_multiplicity=5 orbital_gap_ev="6.41 / 6.50"
Rh 1.012 -1.658 -0.995 0.1 -0.8 1.6 -1.0858
C -0.100 -2.612 1.230 3.3 -1.1 -1.9 0.7927
C 1.351 -2.800 0.801 -2.0 0.7 2.6 1.7665
C 1.196 -1.432 2.727 -1.3 0.0 0.0 0.7131
C -0.132 -1.714 2.302 1.2 0.9 1.3 1.0555
C 2.097 -2.090 1.911 -0.8 -1.1 -0.8 -0.2862
C -1.160 -3.617 0.997 -0.4 -0.1 -0.3 -1.9843
H -0.993 -4.245 0.116 0.0 0.2 0.2 0.3844
H -2.150 -3.154 0.912 0.1 -0.2 0.0 0.3868
H -1.188 -4.278 1.880 0.0 0.1 -0.2 0.4531
C -1.315 -1.252 3.058 -0.5 0.1 0.0 -0.4630
H -2.262 -1.490 2.560 0.2 -0.1 0.1 0.4309
H -1.266 -0.162 3.172 0.0 -0.2 0.1 -0.5960
H -1.330 -1.686 4.072 0.0 0.1 -0.3 0.3673
C 1.498 -0.636 3.948 0.0 0.4 0.3 -1.4803
H 1.171 -1.145 4.870 0.1 0.1 -0.3 0.3790
H 0.956 0.322 3.911 0.2 -0.2 0.1 0.0422
H 2.570 -0.425 4.042 -0.2 0.0 0.0 0.3927
C 3.518 -2.320 2.270 0.5 0.2 -0.2 -2.2534
H 3.605 -2.903 3.205 -0.1 0.2 -0.3 0.3607
H 4.035 -1.366 2.459 0.0 -0.2 0.0 0.4247
H 4.062 -2.860 1.487 -0.1 0.2 0.2 0.3896
C 1.792 -4.199 0.515 0.4 -0.3 -0.1 -1.8181
H 1.737 -4.771 1.452 0.1 -0.2 -0.2 0.3811
H 2.828 -4.230 0.160 -0.2 -0.1 0.0 0.3947
H 1.156 -4.688 -0.223 0.1 -0.1 -0.1 0.4357
C -1.248 -0.052 -4.792 -1.4 -1.0 -0.7 -0.2489
C -1.456 -1.369 -4.973 -0.5 1.3 -0.6 -0.5215
C -0.550 -2.269 -5.739 0.3 -0.4 -0.3 -0.6775
C 0.947 -1.879 -5.677 -0.3 -0.3 -0.4 -1.0257
C 1.476 -1.412 -4.344 0.6 0.6 -0.2 -0.2793
C 1.628 -0.106 -4.063 0.7 -0.7 -0.5 0.0704
C 1.132 0.982 -4.969 -0.2 0.5 -0.3 -1.3202
C -0.291 0.780 -5.579 0.7 0.6 -0.2 -1.0103
H -0.848 -2.308 -6.802 0.0 0.0 0.3 0.3898
H 1.126 -1.132 -6.463 0.2 -0.1 0.4 0.3246
H -0.667 -3.297 -5.374 0.0 0.2 0.0 0.3259
H -0.177 0.400 -6.605 -0.2 0.0 0.4 0.3603
H -1.963 0.492 -4.172 0.0 -0.2 -0.4 0.6407
H -2.395 -1.818 -4.642 0.4 0.1 0.3 0.4987
H -0.736 1.780 -5.701 0.1 -0.3 0.1 0.4261
H 1.145 1.943 -4.440 0.1 -0.2 0.0 0.1284
H 2.306 0.223 -3.272 -0.5 -0.3 0.0 0.7241
H 1.823 1.120 -5.817 0.0 -0.1 0.3 0.4967
H 1.526 -2.760 -5.979 -0.1 0.1 0.1 0.4246
H 1.907 -2.189 -3.702 0.0 0.3 0.0 0.4595
P -0.986 -0.733 -1.246 0.7 0.2 0.9 2.2790
P 1.781 0.361 -0.473 -0.2 -0.7 -0.2 1.1593
C -0.543 0.886 -2.000 -0.2 0.0 -0.8 1.8952
C 0.733 1.531 -1.445 0.4 0.2 0.2 -1.5382
H -1.408 1.555 -1.921 0.1 0.0 0.0 0.8397
H -0.385 0.687 -3.061 0.0 0.2 0.5 -2.2132
H 1.355 1.918 -2.262 -0.2 0.1 0.1 0.5297
H 0.472 2.367 -0.795 0.1 0.0 0.0 0.1948
C 1.979 1.198 1.110 0.2 0.4 0.3 -0.8530
H 2.763 0.696 1.693 -0.3 0.2 -0.1 0.4299
H 1.040 1.210 1.685 0.3 -0.1 -0.2 -0.4729
H 2.287 2.236 0.906 0.0 -0.2 0.2 0.6467
C 3.463 0.132 -1.109 0.6 0.7 -0.2 -1.7632
H 3.785 1.020 -1.664 0.4 -0.2 0.0 0.4642
H 3.499 -0.773 -1.743 0.1 0.6 0.2 0.4726
H 4.113 -0.032 -0.234 -0.1 0.1 -0.4 0.4309
C -2.639 -0.591 -0.565 -0.8 0.0 -0.3 -1.0436
H -2.751 -1.246 0.308 0.0 0.2 -0.3 0.1971
H -3.367 -0.880 -1.342 -0.1 0.1 0.4 0.6010
H -2.833 0.446 -0.258 0.1 -0.3 -0.1 -0.1422
C -0.979 -2.292 -2.266 -0.8 0.3 -0.8 -2.2037
H -0.533 -3.191 -1.804 -0.1 0.2 0.2 0.5261
H -0.524 -2.160 -3.249 -0.3 0.0 0.4 0.1314
H -2.055 -2.457 -2.370 0.2 -0.6 -0.3 0.5654
C -3.204 3.300 -0.123 0.1 0.0 0.0 -0.2559
C -1.853 3.655 -0.022 -0.3 -0.2 0.3 -0.9578
C -1.102 3.235 1.073 0.0 -0.3 0.6 0.3228
C -1.681 2.420 2.078 -0.3 0.9 -1.6 -0.4200
C -3.041 2.049 1.939 0.5 0.0 0.5 -0.0781
C -3.796 2.498 0.863 0.3 0.3 -0.1 -0.9819
N -0.938 1.928 3.132 -0.3 -0.7 0.8 0.5678
C -0.750 2.644 4.270 0.1 0.6 0.5 0.1422
C -0.882 1.986 5.528 0.2 -0.1 -0.2 -0.0022
C -0.775 2.699 6.717 0.0 0.0 -0.5 -0.7561
C -0.495 4.069 6.682 0.1 0.2 0.2 -0.4428
C -0.304 4.729 5.462 0.0 -0.2 -0.4 -0.6612
C -0.430 4.029 4.265 -0.4 0.0 0.2 -0.2743
H -3.796 3.657 -0.967 0.2 -0.1 0.2 0.4243
H -1.380 4.273 -0.784 -0.2 -0.1 0.1 0.4170
H -0.053 3.527 1.210 -0.4 -0.1 -0.2 0.4466
H -3.474 1.419 2.722 0.1 0.2 -0.3 0.3947
H -4.852 2.224 0.797 0.3 0.1 0.0 0.3851
H -1.123 0.918 5.523 0.1 0.4 0.0 0.3435
H -0.918 2.185 7.665 0.0 0.2 -0.2 0.4085
H -0.419 4.635 7.617 0.0 -0.3 -0.4 0.3709
H -0.065 5.795 5.423 -0.1 -0.4 0.1 0.3887
H -0.307 4.518 3.299 0.0 0.0 0.4 0.3154